No. 1
This record from the Open Molecules 2025 dataset describes a 3-piece molecular cluster, C3H6F3N4 overall. The level of theory is wB97M-V/def2-TZVPD.

LUMO level in eV: -6.52
Total energy in Eh: -636.08907
Total charge: +1
Multiplicity: 1
Energy above the lowest of the compared OMol25 structures with the same formula, charge and spin in kJ/mol: 264.83
Kohn-Sham gap in eV: 8.729
Highest occupied orbital energy in Ha: -0.5602
Largest force on an atom in eV/Å: 5.356

Last column: natural (NBO) charge in e.
Geometry (Å):
C  -0.50  -1.39  0.78  -0.1775
C  1.47  -0.63  -0.10  0.2707
C  2.71  0.24  -0.09  0.9408
N  0.19  -2.36  -0.07  -0.0102
N  1.24  -1.95  -0.47  -0.0977
N  0.39  -0.23  0.67  -0.0328
N  0.06  0.83  1.37  -0.5340
F  2.53  1.45  -0.48  -0.2633
F  3.14  0.33  1.22  -0.3082
F  3.73  -0.36  -0.75  -0.2731
H  -1.50  -1.18  0.59  0.2760
H  -0.41  -2.00  1.79  0.3128
H  1.51  0.11  -2.00  -0.0742
H  0.77  0.06  -2.55  0.1051
H  0.67  1.62  1.35  0.4339
H  -0.70  0.71  2.03  0.4318

---

No. 2
This record from the Open Molecules 2025 dataset describes one molecule with the formula C3H6FI. The level of theory is wB97M-V/def2-TZVPD.

LUMO level in eV: 0.41
Total energy in Eh: -515.43759
Multiplicity: 1
Energy above the lowest of the compared OMol25 structures with the same formula, charge and spin in kJ/mol: 34.82
SMILES string: CC(C)(F)I
Kohn-Sham gap in eV: 9.936
Highest occupied orbital energy in Ha: -0.3502
Largest force on an atom in eV/Å: 5.515

Last column: natural (NBO) charge in e.
Geometry (Å):
C  -1.26  -0.05  -0.24  -0.6797
C  0.13  0.52  0.11  0.3556
C  1.11  -0.64  0.20  -0.6931
F  0.14  1.14  1.31  -0.3649
I  0.74  1.97  -1.47  -0.0028
H  -1.90  0.85  -0.25  0.2259
H  -1.30  -0.42  -1.18  0.2287
H  -1.66  -0.57  0.63  0.2303
H  2.30  -0.44  0.26  0.2395
H  0.83  -1.37  -0.61  0.2293
H  0.85  -0.98  1.25  0.2312

---

No. 3
This record from the Open Molecules 2025 dataset describes one molecule with the formula C3H6FN. The level of theory is wB97M-V/def2-TZVPD.

LUMO level in eV: 1.01
Total energy in Eh: -272.48688
Multiplicity: 1
Energy above the lowest of the compared OMol25 structures with the same formula, charge and spin in kJ/mol: 11.20
SMILES string: C=C(F)CN
Kohn-Sham gap in eV: 10.522
Highest occupied orbital energy in Ha: -0.3495
Largest force on an atom in eV/Å: 4.158

Last column: natural (NBO) charge in e.
Geometry (Å):
C  -0.89  1.37  -0.03  -0.5275
C  -0.48  0.06  0.09  0.4097
F  -1.49  -0.86  -0.03  -0.3610
C  0.77  -0.68  0.02  -0.3004
N  1.94  0.12  -0.05  -0.8265
H  -1.98  1.49  -0.01  0.2268
H  -0.21  2.24  0.11  0.2195
H  0.71  -1.26  -0.89  0.2198
H  0.81  -1.33  0.92  0.2153
H  2.10  0.64  0.82  0.3595
H  2.03  0.72  -0.82  0.3648